A 21-piece molecular cluster, C10H50FN3O24 overall. Source: OMol25; level of theory: ωB97M-V/def2-TZVPD.

```
! RIJCOSX wB97M-V def2-TZVPD def2/J DEFGRID3
* xyz 0 1
N 6.2213 -0.6579 -0.4364
O 1.4893 1.4405 -0.8613
O -3.2883 0.7837 1.5543
F -1.5210 -1.1657 1.6604
C 5.0954 -0.5899 -0.1850
O -2.0155 2.1289 0.1538
O -0.7606 -0.3513 -0.3635
C 1.6554 0.2211 -0.7655
C -2.2500 1.0163 0.9395
C 1.8702 -2.1003 0.8744
C 3.0669 -1.4088 1.1565
N 0.6602 -0.7159 -0.4767
N 2.8161 -0.4593 -1.0680
C 1.2948 -3.1963 1.8414
C 2.4179 -1.7725 -1.4757
C -1.1509 -0.0236 1.0266
C 1.2943 -2.0052 -0.5093
C 3.6757 -0.4591 0.1191
H -2.8993 2.6323 0.0957
H 3.5196 -1.5087 2.1297
H 1.3114 -4.1334 1.2981
H 0.2425 -2.9992 2.1373
H 1.8601 -3.2807 2.7845
H 2.1158 -1.7527 -2.4969
H 3.1985 -2.5461 -1.3864
H -0.2696 0.3873 1.5888
H 0.5987 -2.8807 -0.7960
H 3.6614 0.5131 0.4996
O -3.3659 0.2943 -2.1694
H -2.4353 0.6914 -2.1617
H -3.2920 -0.6864 -1.9316
O 6.2360 -1.9435 3.3647
H 6.1075 -0.9407 3.4045
H 5.7395 -2.3561 4.1437
O 1.9886 1.6780 2.4197
H 2.5928 2.3762 2.0058
H 1.0784 2.0953 2.5653
O -2.5244 -4.1456 2.8981
H -3.0828 -3.3448 2.6323
H -2.1927 -3.9989 3.8427
O -1.2436 2.0129 -2.7377
H -0.5098 2.2544 -2.0843
H -1.9023 2.7803 -2.7697
O -4.3549 3.4373 -0.2963
H -5.0467 2.7087 -0.1767
H -4.8132 4.3306 -0.1711
O -3.1561 3.7311 -2.7879
H -3.6455 3.5088 -1.9306
H -3.1859 4.7343 -2.9167
O -4.9050 -1.1156 0.0288
H -5.8752 -0.8859 -0.1437
H -4.3354 -0.3487 -0.3048
O -0.3760 -2.9087 -3.3888
H -1.1157 -2.8792 -2.6990
H -0.7072 -2.4468 -4.2259
O -4.2650 -2.1730 2.3455
H -5.0910 -2.0257 2.9110
H -4.3982 -1.6964 1.4630
O -0.3720 3.0391 3.4758
H -1.0635 3.5625 2.9547
H -0.4782 3.2659 4.4562
O -5.0749 1.0255 3.7182
H -4.8399 1.7128 4.4225
H -4.4175 1.1189 2.9548
O 2.0434 -3.4558 -4.8747
H 2.3200 -3.3641 -5.8436
H 1.2252 -2.8798 -4.7246
O -2.6020 -2.3764 -2.0270
H -2.3366 -2.8577 -1.1775
H -3.3336 -2.9114 -2.4769
O -1.6053 4.9769 1.5921
H -0.9059 5.2371 0.9089
H -2.5043 5.3051 1.2636
O 4.5162 -1.6586 -3.8479
H 3.9520 -2.4967 -3.9034
H 4.2453 -1.0456 -4.6059
O 3.5299 3.8305 1.2999
H 3.5028 4.8007 1.0139
H 4.2361 3.3593 0.7494
O 0.5585 4.6594 -0.2019
H 1.5368 4.4749 -0.0213
H 0.1699 3.8576 -0.6815
O 6.9939 1.6033 -2.0840
H 6.7051 0.7407 -1.6411
H 8.0042 1.6067 -2.1387
O -1.7587 -4.1779 0.1096
H -2.1831 -5.0948 0.1652
H -1.8975 -3.7120 0.9969
*
```

---

C6H14O as an isolated structure. Source: OMol25; level of theory: ωB97M-V/def2-TZVPD.

```
! RIJCOSX wB97M-V def2-TZVPD def2/J DEFGRID3
* xyz 0 1
C 1.8849 0.9750 -0.5652
C 1.7758 -0.3148 0.1907
C 2.1430 -1.4984 -0.6535
C -0.4931 -0.5580 0.0600
C -1.3678 0.5337 0.6395
C -2.8124 0.4429 0.1590
O -1.2959 0.3795 2.0488
H 2.9573 1.2147 -0.5226
H 1.3660 1.8035 -0.0729
H 1.6051 0.9485 -1.6343
H 0.5451 -0.4541 0.6937
H 3.2424 -1.5094 -0.6145
H 1.8629 -1.4519 -1.7217
H 1.8088 -2.4516 -0.2313
H -0.8262 -1.5559 0.3678
H -0.3929 -0.5024 -1.0251
H -0.9531 1.5124 0.3418
H -3.2437 -0.5162 0.4639
H -2.8854 0.5377 -0.9296
H -3.4108 1.2465 0.6059
H -1.8273 1.0768 2.4526
*
```

---

C32H33Cl7NO3PtS as an isolated structure. Source: OMol25; level of theory: ωB97M-V/def2-TZVPD.

```
! RIJCOSX wB97M-V def2-TZVPD def2/J DEFGRID3
* xyz -1 1
Pt -0.0642 -0.3457 -0.7018
Cl -1.6208 -2.5535 -2.4687
C 0.0815 -2.5301 -2.6786
C 0.8455 -1.5726 -2.0053
C 2.2282 -1.6405 -2.2498
Cl 3.3081 -0.4662 -1.5964
C 2.8035 -2.6143 -3.0697
Cl 4.5116 -2.6610 -3.3117
C 2.0022 -3.5497 -3.7089
Cl 2.7002 -4.7548 -4.7301
C 0.6301 -3.4934 -3.5226
Cl -0.3896 -4.6200 -4.3412
Cl -1.3993 2.4238 0.6916
C -2.7888 2.7869 1.7184
Cl -4.0157 3.7698 0.8819
H -2.4342 3.3659 2.5575
H -3.2466 1.8514 1.9925
C 0.8944 3.9858 -3.3177
C 1.4459 3.6211 -1.9591
C 2.1709 4.5474 -1.2084
C 2.6646 4.1779 0.0306
C 3.4602 5.1562 0.8657
C 2.4211 2.9007 0.5343
C 1.6658 1.9428 -0.1761
C 1.2239 2.3541 -1.4559
N 1.3480 0.6728 0.2945
C 1.7680 0.1572 1.6311
C 3.3063 0.0711 1.8057
C 3.6698 -0.4962 3.1850
C 3.1212 -1.9185 3.3156
C 1.5992 -1.8798 3.1554
C 0.9972 -1.0204 4.2702
C 1.5394 0.4052 4.1452
C 3.0676 0.3917 4.2816
C 1.1432 0.9838 2.7787
C 1.2364 -1.2839 1.7894
H 1.1562 5.0114 -3.5875
H -0.1952 3.8936 -3.3249
H 1.2846 3.3164 -4.0894
H 2.3547 5.5458 -1.5979
H 3.5988 6.1015 0.3368
H 4.4475 4.7523 1.1086
H 2.9487 5.3666 1.8103
H 2.8270 2.6750 1.5065
H 0.6675 1.6416 -2.0499
H 3.7718 1.0486 1.6863
H 3.7070 -0.5745 1.0271
H 4.7585 -0.5162 3.2880
H 3.3838 -2.3368 4.2948
H 3.5641 -2.5592 2.5450
H 1.1977 -2.8943 3.2180
H 1.2565 -1.4415 5.2492
H -0.0948 -1.0098 4.1865
H 1.1095 1.0288 4.9350
H 3.3527 0.0135 5.2706
H 3.4576 1.4121 4.1898
H 1.4420 2.0287 2.7222
H 0.0565 0.9553 2.6605
H 0.1505 -1.2810 1.6683
H 1.6628 -1.8974 0.9910
C -7.2227 -3.8210 -3.3617
C -6.1871 -2.9715 -2.6640
C -5.3908 -2.0867 -3.3821
C -4.4492 -1.2886 -2.7418
C -4.2787 -1.3979 -1.3715
C -5.0857 -2.2597 -0.6315
C -6.0369 -3.0309 -1.2774
S -3.1109 -0.3785 -0.4996
O -2.3866 0.3837 -1.5255
O -3.9540 0.3998 0.3868
O -2.1946 -1.2747 0.2324
H -6.9406 -4.0128 -4.3988
H -8.1944 -3.3162 -3.3698
H -7.3540 -4.7777 -2.8544
H -5.5005 -2.0267 -4.4601
H -3.8387 -0.5843 -3.2930
H -4.9584 -2.3088 0.4442
H -6.6765 -3.6926 -0.7002
*
```

---

C7H17N3P as an isolated structure. Source: OMol25; level of theory: ωB97M-V/def2-TZVPD.

```
! RIJCOSX wB97M-V def2-TZVPD def2/J DEFGRID3
* xyz 1 1
C 2.1613 -0.9201 0.2610
C 1.3222 0.9351 1.3744
C 1.9964 1.0988 -0.8766
C 0.7097 -0.6868 -1.5113
C -1.6889 0.8460 -0.6974
C -3.0132 1.1448 -0.1419
C -1.3527 -2.0953 0.1856
N 1.0413 -0.5442 1.1889
N 1.9861 -0.3259 -1.0133
N 1.0686 1.4577 0.1193
P -0.6831 -0.4706 -0.3384
H 3.1580 -0.7378 0.6143
H 2.1888 -2.0747 0.3069
H 0.4720 1.3416 2.0420
H 2.3388 1.1802 1.8466
H 3.0394 1.2015 -0.6517
H 1.8231 1.5292 -1.8970
H 0.4147 -0.2241 -2.5139
H 0.7327 -1.7348 -1.6791
H -1.3718 1.6876 -1.2928
H -3.0125 1.6632 0.8824
H -3.6457 0.1262 0.0283
H -3.5240 1.8268 -0.8863
H -0.6086 -2.4278 0.9488
H -1.1094 -2.5696 -0.7968
H -2.4369 -1.8234 0.4690
H 0.9609 -1.0496 1.9948
H 0.7662 2.4908 0.1071
*
```

---

A 2-piece molecular cluster, C2H8NO2 overall. Source: OMol25; level of theory: ωB97M-V/def2-TZVPD.

```
! RIJCOSX wB97M-V def2-TZVPD def2/J DEFGRID3
* xyz -1 1
C -0.5988 1.2024 -0.2084
O 0.2624 1.1362 0.7748
C -1.3489 -0.1874 -0.5756
N -0.5306 -1.3092 -0.9347
H -1.3897 1.9242 0.0029
H 0.1060 1.5452 -1.0389
H -1.8577 -0.4106 0.3252
H -2.0674 0.0704 -1.3176
H -0.1552 -1.0710 -1.8637
H 0.2230 -1.4176 -0.3877
H 2.6040 -0.3546 1.2023
H 1.0210 0.0465 0.7163
O 1.8521 -0.7935 0.9263
*
```

---

C23H14F6NO4S2 as an isolated structure. Source: OMol25; level of theory: ωB97M-V/def2-TZVPD.

```
! RIJCOSX wB97M-V def2-TZVPD def2/J DEFGRID3
* xyz -1 1
F 5.7767 0.4378 2.2154
C 4.8179 -0.4215 2.6845
F 5.2035 -1.6757 2.3094
F 4.8820 -0.3716 4.0553
C 3.4407 -0.0657 2.1920
C 2.5269 -1.0625 1.8740
C 1.3037 -0.7015 1.3140
C 1.0296 0.6398 1.0243
C -0.0601 1.0044 0.0039
S -1.5091 1.6877 0.9773
C -2.4169 0.2413 1.6235
C -3.0783 -0.6203 0.7506
C -3.7453 -1.7423 1.2485
C -3.8233 -1.9490 2.6292
C -3.2475 -1.0224 3.5051
C -2.5425 0.0744 3.0031
O -0.9841 2.4082 2.1092
O -2.4627 2.3113 0.0792
C 1.8879 1.6311 1.5294
C 3.1165 1.2819 2.0803
H 2.7907 -2.1034 2.0266
H 0.5890 -1.4754 1.0341
H -0.4539 0.0406 -0.3170
H -3.0650 -0.4258 -0.3166
H -4.2011 -2.4414 0.5452
H -4.3414 -2.8261 3.0186
H -3.3480 -1.1520 4.5829
H -2.0912 0.8027 3.6715
H 1.6274 2.6881 1.4318
H 3.8234 2.0533 2.3856
F -1.4593 3.2839 -4.4308
C -1.0601 2.0282 -4.1625
F -1.9714 1.1667 -4.6685
F 0.1234 1.7978 -4.7617
S -0.9464 1.8255 -2.0979
N -0.4144 -3.0051 -3.2769
C 0.8225 -2.3924 -3.1235
O 1.9370 -2.8534 -3.3533
C 0.5848 -0.9860 -2.5891
C -0.7843 -0.8555 -2.4433
C -1.5558 0.2401 -2.0985
C 0.5721 1.8031 -1.1197
C 1.6861 1.1357 -1.8067
C 1.6395 -0.0839 -2.4035
C -1.4158 -2.1811 -2.8024
O -2.6194 -2.3994 -2.6651
H -2.6437 0.1811 -2.0870
H 0.8070 2.8370 -0.8026
H 2.6433 1.6639 -1.7990
H 2.6097 -0.4526 -2.7789
*
```

---

| no. | total energy (eV) | frontier orbital gap (eV) | HOMO energy (eV) |
| --- | --- | --- | --- |
| 1 | -67505.8703 | 8.09 | -8.861 |
| 2 | -8492.5740 | 8.44 | -7.517 |
| 3 | -143094.0426 | 6.60 | -4.408 |
| 4 | -21283.9800 | 8.69 | -11.756 |
| 5 | -7788.2750 | 7.92 | -3.261 |
| 6 | -71732.1912 | 6.02 | -4.153 |